The following is a quantum chemistry calculation of a structure of composition C38H45N8O4S3Ti at a distorted geometry, from the OMol25 dataset.

CARTESIAN COORDINATES (ANGSTROEM)
Ti1 0.256 -0.223 -1.007
C1 3.212 2.111 0.142
C2 2.750 1.230 -0.965
O1 2.148 0.143 -0.724
N1 2.990 1.565 -2.215
C3 2.674 0.672 -3.328
C4 1.250 0.729 -3.836
C5 1.052 0.900 -5.196
C6 -0.232 0.987 -5.704
C7 -1.287 0.956 -4.809
C8 -1.017 0.775 -3.469
N2 0.226 0.615 -2.969
H1 3.715 1.498 0.889
H2 2.347 2.573 0.620
H3 3.884 2.890 -0.211
H4 3.398 2.471 -2.414
H5 2.910 -0.342 -3.005
H6 3.343 0.925 -4.147
H7 1.909 0.967 -5.853
H8 -0.403 1.104 -6.766
H9 -2.310 1.069 -5.139
H10 -1.830 0.754 -2.758
O2 -4.059 -0.506 -0.467
C9 -4.201 -1.707 -1.085
C10 -5.482 -2.252 -1.090
C11 -5.715 -3.469 -1.692
C12 -4.678 -4.170 -2.311
C13 -3.411 -3.639 -2.311
C14 -3.144 -2.403 -1.700
C15 -1.770 -1.897 -1.681
O3 -1.519 -0.737 -1.051
N3 -0.810 -2.583 -2.203
N4 0.480 -2.068 -1.936
C16 1.387 -2.894 -2.356
S1 3.074 -2.692 -1.963
C17 3.649 -3.936 -3.155
C18 2.630 -5.053 -3.155
S2 0.970 -4.323 -3.254
H11 -3.120 -0.272 -0.479
H12 -6.276 -1.700 -0.605
H13 -6.712 -3.888 -1.677
H14 -4.868 -5.127 -2.777
H15 -2.593 -4.164 -2.785
H16 4.632 -4.271 -2.830
H17 3.728 -3.463 -4.133
H18 2.685 -5.645 -2.243
H19 2.757 -5.708 -4.016
O4 -0.230 1.595 -0.158
S3 -0.524 3.063 0.133
C19 -2.194 3.058 0.850
C20 -2.737 4.452 0.949
C21 -2.140 5.370 1.810
C22 -2.573 6.688 1.831
C23 -3.604 7.094 0.995
C24 -4.217 6.176 0.152
C25 -3.782 4.860 0.125
C26 -0.866 3.840 -1.453
C27 0.394 4.187 -2.204
C28 0.456 3.928 -3.569
C29 1.585 4.265 -4.302
C30 2.670 4.862 -3.672
C31 2.607 5.142 -2.311
C32 1.473 4.812 -1.582
H20 -2.053 2.601 1.831
H21 -2.800 2.399 0.225
H22 -1.344 5.053 2.474
H23 -2.110 7.396 2.505
H24 -3.934 8.124 1.005
H25 -5.035 6.486 -0.486
H26 -4.266 4.141 -0.526
H27 -1.459 4.729 -1.221
H28 -1.485 3.141 -2.018
H29 -0.398 3.481 -4.067
H30 1.613 4.079 -5.368
H31 3.548 5.137 -4.243
H32 3.435 5.641 -1.824
H33 1.422 5.064 -0.529
C33 1.315 -0.526 1.965
N5 0.295 -1.165 1.062
C34 -1.030 -1.037 1.769
N6 -1.014 -1.607 3.094
C35 0.012 -0.946 3.900
N7 1.336 -1.096 3.291
C36 1.637 -2.528 3.179
N8 0.636 -3.217 2.362
C37 0.617 -2.636 1.039
C38 -0.677 -3.031 2.988
H34 1.080 0.539 2.028
H35 2.295 -0.659 1.511
H36 -1.785 -1.553 1.179
H37 -1.278 0.025 1.823
H38 0.025 -1.388 4.896
H39 -0.226 0.116 3.992
H40 1.646 -2.968 4.176
H41 2.623 -2.656 2.729
H42 -0.140 -3.141 0.435
H43 1.597 -2.760 0.574
H44 -0.658 -3.467 3.986
H45 -1.439 -3.541 2.396

Atomic forces in eV per Å
0.6 0.9 1.8
0.0 0.0 0.0
0.2 0.0 -0.1
1.0 0.3 0.0
-0.1 0.1 -0.2
0.0 -0.1 0.1
0.1 0.2 0.1
0.0 0.0 0.0
0.0 0.0 0.0
-0.1 0.0 -0.1
0.0 0.1 0.0
0.0 0.5 -1.2
0.0 0.0 0.0
0.0 0.0 0.0
0.0 0.0 0.0
-0.1 0.0 0.0
0.0 0.0 0.0
0.0 0.0 0.0
0.0 0.0 0.0
0.0 0.0 0.0
0.0 0.0 0.0
0.0 -0.1 0.0
0.0 0.0 0.0
0.0 0.0 0.0
0.0 0.0 0.0
0.0 0.0 0.0
0.0 0.0 0.0
0.0 0.0 0.0
-0.1 0.2 0.0
0.1 -0.3 0.0
-1.2 -0.7 -0.4
-0.1 -0.2 -0.1
-0.4 -0.9 -0.4
-0.1 -0.1 0.1
0.0 0.0 0.0
0.0 0.1 0.0
0.0 0.0 0.0
0.0 0.0 0.1
0.0 0.0 0.0
0.0 0.0 0.0
0.0 0.0 0.0
0.0 0.0 0.0
0.0 0.0 0.0
0.0 0.0 0.0
0.0 0.0 0.0
0.0 0.0 0.0
0.0 0.0 0.0
0.0 0.2 0.1
-0.1 0.1 0.1
0.0 -0.1 0.0
0.1 0.1 -0.1
0.0 0.0 0.0
0.0 0.0 0.0
0.0 0.0 0.0
0.0 0.0 0.0
0.0 -0.1 0.0
0.0 0.1 0.0
0.0 -0.1 0.0
0.0 0.0 0.0
0.0 0.0 0.0
0.0 0.0 0.0
0.0 0.0 0.0
0.0 0.0 0.0
0.0 -0.1 0.0
0.0 0.0 0.0
0.0 0.0 0.0
0.0 0.0 0.0
0.0 0.0 0.0
0.0 0.0 0.0
0.0 0.0 0.0
0.0 0.0 0.0
-0.1 0.0 0.0
0.1 0.0 0.0
0.0 0.0 0.0
0.0 0.0 0.0
0.0 0.0 0.0
0.0 0.0 0.0
0.0 0.0 0.0
0.1 -0.1 0.3
0.0 0.0 0.0
0.0 0.0 0.0
0.0 0.0 -0.1
0.0 0.0 0.0
0.0 0.0 0.0
0.0 0.0 0.0
0.0 0.0 0.1
0.0 0.0 0.0
0.0 0.0 0.0
0.0 0.0 0.0
0.0 0.0 0.0
0.0 0.0 0.0
0.0 0.0 0.0
0.0 0.0 0.0
0.0 0.0 0.0
0.0 0.0 0.0
0.0 0.0 0.0
0.0 0.0 0.0
0.0 0.0 0.0
0.0 0.0 0.0

Output
**Total energy**: -115859.9197 eV
**Charge**: +2
**Spin multiplicity**: 2
**HOMO level (alpha / beta)**: -12.58 / -12.63 eV
**ΔE to the lowest compared entry with this formula, charge and spin**: 0.0 kcal/mol

Okay, here come the Löwdin numbers, in e, for every atom: atom 1 (Ti): 0.997, atom 2 (C): 0.057, atom 3 (C): -0.436, atom 4 (O): -0.136, atom 5 (N): 0.157, atom 6 (C): -0.064, atom 7 (C): -0.225, atom 8 (C): -0.001, atom 9 (C): -0.009, atom 10 (C): -0.017, atom 11 (C): -0.107, atom 12 (N): 0.040, atom 13 (H): 0.112, atom 14 (H): 0.082, atom 15 (H): 0.099, atom 16 (H): 0.147, atom 17 (H): 0.071, atom 18 (H): 0.140, atom 19 (H): 0.130, atom 20 (H): 0.130, atom 21 (H): 0.129, atom 22 (H): 0.118, atom 23 (O): 0.061, atom 24 (C): -0.246, atom 25 (C): 0.002, atom 26 (C): -0.045, atom 27 (C): -0.065, atom 28 (C): -0.016, atom 29 (C): -0.083, atom 30 (C): -0.368, atom 31 (O): -0.233, atom 32 (N): 0.052, atom 33 (N): -0.172, atom 34 (C): -0.881, atom 35 (S): 0.976, atom 36 (C): -0.476, atom 37 (C): -0.489, atom 38 (S): 1.014, atom 39 (H): 0.056, atom 40 (H): 0.127, atom 41 (H): 0.117, atom 42 (H): 0.112, atom 43 (H): 0.111, atom 44 (H): 0.092, atom 45 (H): 0.086, atom 46 (H): 0.087, atom 47 (H): 0.092, atom 48 (O): -0.589, atom 49 (S): 1.054, atom 50 (C): -0.251, atom 51 (C): -0.313, atom 52 (C): -0.047, atom 53 (C): -0.054, atom 54 (C): -0.056, atom 55 (C): -0.054, atom 56 (C): -0.049, atom 57 (C): -0.242, atom 58 (C): -0.263, atom 59 (C): -0.043, atom 60 (C): -0.064, atom 61 (C): -0.075, atom 62 (C): -0.075, atom 63 (C): -0.057, atom 64 (H): 0.106, atom 65 (H): 0.106, atom 66 (H): 0.118, atom 67 (H): 0.115, atom 68 (H): 0.115, atom 69 (H): 0.115, atom 70 (H): 0.121, atom 71 (H): 0.113, atom 72 (H): 0.101, atom 73 (H): 0.110, atom 74 (H): 0.115, atom 75 (H): 0.115, atom 76 (H): 0.117, atom 77 (H): 0.113, atom 78 (C): -0.170, atom 79 (N): -0.134, atom 80 (C): -0.155, atom 81 (N): -0.073, atom 82 (C): -0.147, atom 83 (N): -0.075, atom 84 (C): -0.143, atom 85 (N): -0.073, atom 86 (C): -0.156, atom 87 (C): -0.138, atom 88 (H): 0.125, atom 89 (H): 0.119, atom 90 (H): 0.124, atom 91 (H): 0.122, atom 92 (H): 0.136, atom 93 (H): 0.131, atom 94 (H): 0.136, atom 95 (H): 0.134, atom 96 (H): 0.132, atom 97 (H): 0.106, atom 98 (H): 0.136, atom 99 (H): 0.137